17
Properties=species:S:1:pos:R:3:forces:R:3 method="wB97M-V/def2-TZVPD" homo_ev=-8.73 smiles="OCSc1nn(CO)c(=S)s1" e_lumo_ha=-0.019 max_force_ev_per_a=9.5 e_above_lowest_ev=3.298 e_tot_ev=-43821.134
C 3.100709 -0.156403 0.912951 3.745 -3.753 -7.837
C 0.817980 -0.041801 -0.758927 -1.684 3.989 0.000
C -2.521258 0.840575 -0.426124 -5.493 5.527 -1.197
C -1.436771 -1.109267 -0.345737 0.413 -0.361 -0.580
H 2.148198 -1.960977 0.445030 4.585 1.241 0.698
H 4.100204 0.316268 1.007490 -0.370 -0.741 -0.384
H 2.591997 0.150887 1.665836 -4.041 1.222 4.912
H -2.726139 1.282713 -1.481934 0.293 0.862 1.732
H -3.454185 0.153735 -0.431882 2.221 1.003 0.951
H -1.665646 2.364127 0.889180 -3.445 -2.898 -1.279
N -0.147396 0.886023 -0.731720 0.590 -1.326 0.692
N -1.349395 0.254723 -0.562936 3.118 -4.980 0.471
O 3.223658 -1.632848 0.566949 -4.284 0.939 1.678
O -2.550262 1.715530 0.753134 2.479 1.577 -0.584
S 2.470059 0.448171 -0.764059 1.045 1.150 0.431
S -2.874067 -1.931038 0.131555 2.870 -0.046 -0.744
S 0.272308 -1.580412 -0.868805 -2.042 -3.406 1.039